No. 1
{"formula": "C4H9N2", "method": "the ωB97M-V functional and the def2-TZVPD basis", "symbols": ["C", "C", "C", "C", "N", "N", "H", "H", "H", "H", "H", "H", "H", "H", "H"], "xyz": [[2.3878, -0.7415, -0.2678], [0.3954, 1.6014, 0.4585], [-1.8795, -0.6192, 0.3864], [-0.7927, -0.2582, -0.6593], [0.3654, 0.3886, 0.0792], [1.2405, -0.6221, 0.1594], [2.8211, 0.0343, -0.9233], [3.0212, -1.5687, -0.0343], [1.1457, 2.2555, 0.9952], [-0.5521, 2.0381, 0.2444], [-2.3444, 0.4578, 0.5559], [-2.6033, -1.3596, 0.2817], [-1.3908, -0.9595, 1.2927], [-0.5948, -1.1087, -1.2609], [-1.2193, 0.4617, -1.3079]], "forces_ev_per_a": [[1.8, 2.3, -1.9], [0.0, 0.9, 0.6], [1.2, 4.3, 1.3], [-2.5, 0.3, 1.3], [0.6, -1.5, -2.9], [-0.7, -1.5, 3.4], [0.0, -0.2, 0.2], [-0.1, -0.8, 0.2], [-0.4, -1.7, -0.7], [-0.5, 0.8, 0.0], [0.3, -2.6, 0.3], [-1.3, -1.0, -1.4], [0.3, 0.3, 0.4], [1.5, -0.6, -0.2], [-0.1, 1.0, -0.7]], "max_force_ev_per_a": 4.63, "total_charge": 1, "smiles": "C=N[N+](=C)CC", "lumo_energy_ev": -4.917}

No. 2
{"formula": "C4H9N2", "method": "the ωB97M-V functional and the def2-TZVPD basis", "symbols": ["C", "C", "C", "C", "N", "N", "H", "H", "H", "H", "H", "H", "H", "H", "H"], "xyz": [[-0.5798, -1.3904, 0.6001], [0.2943, -0.5812, -0.3484], [-1.6672, -0.9293, 1.2472], [0.0716, 0.8792, -0.4596], [0.2607, 1.6328, -1.5539], [1.3174, 0.0503, 0.4215], [-0.0185, -2.3303, 0.7435], [0.5049, -1.0378, -1.3896], [-2.2711, -1.5171, 1.9866], [-2.0948, -0.0660, 0.9551], [-0.2809, 1.4421, 0.4210], [0.2004, 1.2538, -2.4944], [0.8522, 2.4233, -1.4918], [1.2307, 0.0289, 1.4300], [2.1800, 0.1416, -0.0674]], "forces_ev_per_a": [[0.3, -0.1, 0.0], [-3.2, -0.3, -1.2], [1.4, -4.1, 0.4], [-0.7, 1.0, 1.5], [0.3, -1.0, -0.7], [1.4, 0.2, -1.4], [-1.0, 0.2, 0.5], [0.3, 0.4, 2.1], [1.0, 0.4, -0.8], [-1.3, 3.1, -0.8], [-0.3, -0.6, -0.6], [0.3, -0.3, 0.4], [0.0, 1.2, 0.1], [0.3, 0.0, -0.1], [1.1, 0.0, 0.5]], "max_force_ev_per_a": 4.36, "total_charge": 1, "smiles": "C=C[C@@H]1[NH2+][C@H]1N", "lumo_energy_ev": -3.028}

No. 3
{"formula": "C4H9N2", "method": "the ωB97M-V functional and the def2-TZVPD basis", "symbols": ["C", "C", "C", "C", "N", "N", "H", "H", "H", "H", "H", "H", "H", "H", "H"], "xyz": [[-2.1597, -1.6070, -0.6017], [0.8384, -0.5071, 0.7500], [-0.2128, -0.3491, -0.3104], [0.2813, 0.8433, 0.5385], [-1.4377, -0.8430, 0.1006], [1.2674, 1.7122, -0.0207], [-3.0014, -2.0693, -0.1244], [-1.9125, -1.8415, -1.7232], [0.4379, -0.9891, 1.6691], [1.8729, -0.6008, 0.4708], [0.0485, -0.5774, -1.4106], [-0.4921, 1.1780, 1.2270], [2.0629, 1.7924, 0.5566], [0.8770, 2.6008, -0.2804], [1.5300, 1.2576, -0.8412]], "forces_ev_per_a": [[1.4, 0.2, -1.9], [-0.9, -0.7, 1.5], [1.2, -0.2, -1.9], [-2.0, -1.9, 0.4], [-1.3, -0.5, 0.8], [-1.5, 1.1, 0.0], [-0.5, -0.1, -0.1], [-0.5, 0.2, 2.0], [0.9, 0.1, -0.8], [0.2, -0.5, 0.0], [0.0, 1.0, 1.5], [0.6, 0.6, -0.2], [1.3, 0.5, 1.1], [0.0, 0.9, -0.1], [1.1, -0.7, -2.2]], "max_force_ev_per_a": 2.79, "total_charge": 1, "smiles": "C=N[C@@H]1C[C@H]1[NH3+]", "lumo_energy_ev": -3.696}

No. 4
{"formula": "C4H9N2", "method": "the ωB97M-V functional and the def2-TZVPD basis", "symbols": ["C", "C", "C", "C", "N", "N", "H", "H", "H", "H", "H", "H", "H", "H", "H"], "xyz": [[0.8795, -0.9874, -0.0406], [2.9535, 0.4434, 0.0012], [-2.1021, -0.0788, -0.2108], [-0.8474, 0.8551, 0.0062], [-0.0223, -0.0548, -0.6963], [1.8175, 0.0464, -0.2674], [1.1803, -1.7740, -0.7486], [0.9615, -1.3370, 1.0429], [3.3790, 1.3716, -0.4932], [3.6081, -0.1884, 0.7151], [-2.1287, -1.0754, 0.2547], [-2.9553, 0.5349, 0.2197], [-2.5340, -0.0734, -1.2934], [-0.9981, 1.7839, -0.4418], [-0.5046, 0.8962, 1.0424]], "forces_ev_per_a": [[2.7, -0.8, 1.4], [2.5, 0.3, 0.6], [-3.0, 1.3, -1.1], [0.8, -3.3, 1.5], [1.3, 1.1, -1.0], [-3.1, 0.0, -0.9], [-0.8, -0.2, 0.4], [-1.4, 0.5, -1.2], [-0.6, -1.1, 0.9], [-0.8, 1.0, -1.2], [0.4, 0.5, -0.2], [1.0, -0.7, 0.2], [1.6, -0.4, 1.6], [-0.1, 1.3, -1.0], [-0.7, 0.4, 0.2]], "max_force_ev_per_a": 3.67, "total_charge": 1, "lumo_energy_ev": -5.925}

No. 5
{"formula": "C4H9N2O", "method": "the ωB97M-V functional and the def2-TZVPD basis", "symbols": ["C", "C", "C", "N", "C", "N", "H", "H", "H", "H", "H", "H", "H", "H", "H", "O"], "xyz": [[0.9800, -1.6355, -0.6006], [-0.3338, -0.8248, -0.5249], [-1.7081, -0.8907, -0.6866], [-2.3041, 0.2599, -0.1557], [-1.3457, 1.1816, 0.1140], [-0.1803, 0.5770, -0.3851], [1.1109, -1.8968, -1.5483], [0.8576, -2.7589, -0.1828], [1.9244, -1.1301, -0.1507], [-2.2577, -1.6588, -1.0430], [-3.2255, 0.3701, 0.0571], [-1.4757, 2.2411, 0.2378], [0.7457, 1.0535, -0.1892], [2.1006, 1.3791, 2.3732], [2.8591, 2.2410, 1.3472], [2.2526, 1.4925, 1.3376]], "forces_ev_per_a": [[-1.1, -1.3, 4.4], [0.3, 2.6, -1.0], [1.9, 1.0, 2.3], [4.7, 0.2, -0.9], [1.4, -2.7, -3.3], [0.1, 1.6, 3.7], [1.1, -0.5, -4.4], [0.1, 2.8, -0.2], [-2.0, -0.7, -0.7], [-1.8, -2.4, -0.6], [-3.1, 0.3, 0.4], [-0.1, 0.0, 0.5], [-1.2, -0.9, -0.1], [0.3, 0.1, -3.3], [0.1, 0.1, -0.3], [-0.6, -0.3, 3.4]], "max_force_ev_per_a": 4.76, "total_charge": 1, "lumo_energy_ev": -3.607}

No. 6
{"formula": "C4H9N2O", "method": "the ωB97M-V functional and the def2-TZVPD basis", "symbols": ["C", "C", "C", "C", "N", "N", "O", "H", "H", "H", "H", "H", "H", "H", "H", "H"], "xyz": [[0.7486, 1.0169, -0.8392], [-1.6616, 0.6866, -0.8074], [2.3570, -0.5018, 0.5189], [-2.2654, -0.0685, 0.2940], [-0.3055, -1.7880, 0.5218], [1.7883, 0.6184, -0.2416], [-1.3945, -1.6049, 0.7833], [-1.6302, 1.8238, -0.5066], [-0.4721, 0.5576, -0.7027], [-2.0246, 0.3164, -1.8135], [2.9952, -0.9980, -0.3244], [3.0438, 0.0181, 1.1586], [1.5402, -1.1388, 0.9383], [-2.9367, -0.7756, -0.0002], [-2.1934, 0.3835, 1.2803], [2.4109, 1.4543, -0.2597]], "forces_ev_per_a": [[1.8, 0.4, -0.2], [-3.3, 0.2, 2.2], [0.6, -0.8, -2.4], [1.4, 3.8, -1.7], [0.4, -0.4, -0.3], [-0.2, 1.8, 0.1], [0.9, -1.0, 0.6], [0.0, -2.2, -1.2], [0.0, -0.7, -0.3], [0.8, 1.0, 1.0], [-1.1, 0.1, 1.9], [0.2, -0.5, 1.0], [1.5, 0.7, -0.2], [-2.5, -1.2, -0.2], [-0.6, -0.3, -0.1], [0.2, -0.7, -0.2]], "max_force_ev_per_a": 4.36, "total_charge": 1, "lumo_energy_ev": [-5.243, -5.426]}

No. 7
{"formula": "C4H9N2O", "method": "the ωB97M-V functional and the def2-TZVPD basis", "symbols": ["C", "C", "C", "C", "N", "N", "O", "H", "H", "H", "H", "H", "H", "H", "H", "H"], "xyz": [[0.9448, -0.5071, -0.4133], [-0.7239, 0.9292, -0.2569], [-0.2536, 0.8291, -1.7345], [0.0409, -0.2691, 1.8779], [0.1331, -0.0397, 0.4618], [0.8558, -0.1270, -1.6412], [2.4005, -2.1710, -0.2533], [-0.5774, 1.9293, 0.1604], [-1.7701, 0.6414, -0.1346], [-1.0287, 0.4339, -2.3972], [0.0967, 1.7845, -2.1312], [0.8931, 0.1748, 2.3992], [-0.8733, 0.1881, 2.2478], [0.0183, -1.3386, 2.0889], [1.4251, -0.4598, -2.4037], [2.8814, -1.9721, 0.5562]], "forces_ev_per_a": [[3.4, -3.9, 0.4], [-0.5, 0.5, -0.2], [-0.4, 0.4, -0.3], [0.3, -0.3, 1.0], [0.1, 0.1, -0.5], [0.2, 0.0, -0.1], [-3.3, 3.1, -0.9], [0.0, -0.2, 0.0], [0.1, 0.0, 0.0], [0.1, 0.1, 0.2], [0.0, -0.1, 0.1], [-0.1, 0.0, -0.1], [0.0, 0.0, -0.1], [0.0, 0.1, -0.1], [0.1, -0.1, 0.1], [0.1, 0.4, 0.5]], "max_force_ev_per_a": 5.17, "total_charge": 1, "lumo_energy_ev": [-6.577, -6.581]}

No. 8
{"formula": "C4H9N2O", "method": "the ωB97M-V functional and the def2-TZVPD basis", "symbols": ["C", "C", "C", "C", "N", "N", "O", "H", "H", "H", "H", "H", "H", "H", "H", "H"], "xyz": [[1.6003, -0.0968, 0.2987], [-0.5116, -0.9330, -0.6629], [0.0382, -0.3363, 0.5763], [-2.0601, 1.1610, -0.2860], [2.4816, -0.7835, 1.0101], [-0.7030, 0.5500, -0.3733], [1.7896, 0.7027, -0.5805], [0.2021, -0.9362, -1.4820], [-1.4170, -1.6502, -0.5274], [-0.2630, -0.4996, 1.7003], [-2.6964, 0.5598, 0.4005], [-1.7211, 2.1449, 0.1479], [-2.4586, 1.2353, -1.3405], [2.2923, -1.7360, 1.1715], [3.4221, -0.5382, 0.8015], [0.0047, 1.1562, -0.8542]], "forces_ev_per_a": [[-3.0, 0.5, 0.1], [-1.5, -0.1, 0.7], [1.4, -0.1, 1.6], [1.0, 0.7, 0.5], [0.1, 0.7, 0.0], [-0.1, -1.6, -0.1], [1.2, 0.8, -0.4], [-0.3, -1.1, 0.0], [1.6, 1.7, -0.9], [0.1, 0.3, -2.7], [0.4, 0.6, -0.6], [-1.6, -0.6, -0.4], [0.3, 0.0, 1.4], [-0.2, -1.1, 0.7], [0.9, -0.1, -0.2], [-0.3, -0.7, 0.2]], "max_force_ev_per_a": 3.00, "total_charge": 1, "smiles": "C[N@@H+]1C[C@H]1C(N)=O", "lumo_energy_ev": -2.807}

No. 9
{"formula": "C4H9N2O", "method": "the ωB97M-V functional and the def2-TZVPD basis", "symbols": ["C", "C", "C", "N", "C", "N", "H", "H", "H", "H", "H", "H", "H", "H", "H", "O"], "xyz": [[2.6082, -0.1910, 0.5667], [1.2428, 0.3894, 0.5726], [0.6618, 1.2527, -0.2937], [-0.6923, 1.1353, -0.2096], [-0.9717, 0.1836, 0.6732], [0.1538, -0.2691, 1.1949], [2.8115, -1.1080, 0.0161], [3.1293, -0.3885, 1.5170], [3.3032, 0.5005, 0.0864], [1.1718, 2.0029, -0.8784], [-1.3008, 1.5331, -0.9045], [-2.0317, 0.2480, 0.9204], [0.3305, -0.9150, 1.9526], [-3.3284, -1.9093, -1.9298], [-1.9456, -2.3621, -2.3349], [-2.4072, -1.6636, -1.8602]], "forces_ev_per_a": [[2.0, 0.5, 0.5], [-0.8, -1.5, -0.4], [1.4, 0.7, -0.1], [1.4, -0.4, -0.3], [-1.9, 1.5, 0.1], [0.9, 0.5, -0.4], [-1.0, -0.2, -0.3], [-0.8, 0.3, 0.2], [-0.2, 0.3, -0.1], [-0.2, -0.2, -0.3], [-0.5, 0.1, 0.3], [0.4, -1.6, 0.7], [-0.7, -0.1, -0.1], [-0.4, 0.0, 0.0], [0.1, 0.0, 0.0], [0.4, 0.1, 0.1]], "max_force_ev_per_a": 2.39, "total_charge": 1, "lumo_energy_ev": -3.121}

No. 10
{"formula": "C4H9N2O", "method": "the ωB97M-V functional and the def2-TZVPD basis", "symbols": ["C", "C", "C", "C", "N", "N", "O", "H", "H", "H", "H", "H", "H", "H", "H", "H"], "xyz": [[0.5420, -0.4616, -0.6423], [-0.9387, 0.9143, 0.4345], [-0.7300, 1.3653, -0.9882], [0.2569, -1.0191, 1.7255], [0.0425, -0.2297, 0.5334], [0.1497, 0.3518, -1.5712], [1.5945, -1.6503, -0.6845], [-0.6494, 1.5861, 1.1207], [-1.9361, 0.7028, 0.5676], [-1.6223, 1.2614, -1.6950], [-0.2898, 2.2628, -1.0377], [0.1890, -0.5866, 2.7702], [-0.4567, -1.8560, 1.4856], [1.1788, -1.4678, 1.6951], [0.3366, 0.0740, -2.4907], [2.3330, -1.2474, -1.2230]], "forces_ev_per_a": [[3.7, -4.1, 2.2], [1.6, -2.4, -2.3], [-2.8, -3.0, -2.6], [-2.7, -1.3, 0.4], [-0.7, 1.4, 0.3], [1.4, -0.8, 0.7], [-2.9, 4.9, -1.1], [1.0, 2.7, 2.3], [-2.2, -1.3, 0.8], [0.7, 0.9, 1.5], [1.4, 3.5, -0.5], [-0.6, 0.2, -1.7], [0.4, 0.5, 1.6], [2.4, -0.9, -0.3], [-0.1, 0.4, -1.8], [-0.8, -0.7, 0.6]], "max_force_ev_per_a": 5.97, "total_charge": 1, "smiles": "CN1CC[NH+]=C1O", "lumo_energy_ev": -3.396}

No. 11
{"formula": "C4H9N2O", "method": "the ωB97M-V functional and the def2-TZVPD basis", "symbols": ["C", "C", "C", "C", "N", "N", "O", "H", "H", "H", "H", "H", "H", "H", "H", "H"], "xyz": [[0.2186, 0.0949, -0.7123], [0.5261, -1.3217, -0.7349], [-0.0066, -1.8588, 0.6062], [-0.5902, 1.6827, 1.1428], [-0.3758, 0.3951, 0.5471], [0.4195, 1.0118, -1.6560], [-0.2172, -0.6728, 1.3648], [0.1380, -1.9404, -1.5552], [1.6172, -1.2131, -0.7734], [-0.8750, -2.5787, 0.4666], [0.6131, -2.5350, 1.2233], [0.3701, 2.0139, 1.5206], [-1.2784, 1.6044, 2.0363], [-1.0271, 2.4131, 0.5801], [0.2814, 0.8931, -2.6283], [0.1861, 2.0115, -1.4276]], "forces_ev_per_a": [[-3.4, 2.1, 2.9], [0.8, -1.2, 0.1], [-0.3, -1.4, -0.3], [0.8, -1.6, 3.8], [1.6, -0.9, -5.8], [-0.7, 2.2, 1.8], [-0.5, -0.5, 2.2], [0.4, 0.6, -0.1], [0.2, -1.0, -0.1], [0.1, 1.7, 0.0], [0.5, 0.9, -0.5], [0.1, 0.4, 0.2], [0.8, -0.4, -1.0], [-1.0, 1.5, -2.3], [0.2, -1.0, -1.0], [0.4, -1.5, 0.0]], "max_force_ev_per_a": 6.08, "total_charge": 1, "smiles": "CN1OCCC1=[NH2+]", "lumo_energy_ev": -3.889}

No. 12
{"formula": "C4H9N2O", "method": "the ωB97M-V functional and the def2-TZVPD basis", "symbols": ["C", "C", "C", "C", "N", "N", "O", "H", "H", "H", "H", "H", "H", "H", "H", "H"], "xyz": [[-0.5772, 1.2073, -0.1404], [-1.7783, -0.7849, -0.0533], [0.2047, -0.9583, 0.3059], [1.8300, 0.8356, -0.1625], [0.4588, 0.4405, -0.0529], [-1.8051, 0.6657, -0.1340], [0.9823, -1.7389, -0.4174], [-0.4502, 2.1930, -0.3201], [-2.1873, -1.1317, -0.9865], [-2.1882, -1.2858, 0.8776], [0.4875, -0.9470, 1.3808], [1.9477, 1.5808, -0.8853], [2.1150, 1.2979, 0.8438], [2.2728, -0.0203, -0.4648], [-2.6084, 1.1454, 0.1449], [1.2959, -2.4991, 0.0641]], "forces_ev_per_a": [[-1.4, -2.6, 0.0], [2.8, -1.0, 2.3], [-3.1, 2.1, 0.6], [-1.1, 2.9, 3.1], [-1.5, -0.3, -0.5], [2.7, -1.2, 0.6], [0.1, -0.8, -1.4], [0.3, 3.2, -0.3], [0.3, -0.9, -0.2], [0.2, 1.0, -1.3], [-1.0, -0.8, -0.2], [0.2, 1.1, -1.2], [0.3, -1.1, -1.3], [2.3, -2.3, -0.5], [-1.2, 1.2, 0.1], [0.1, -0.5, 0.3]], "max_force_ev_per_a": 4.37, "total_charge": 1, "lumo_energy_ev": -3.621}

Let's list energy relative to the best compared isomer or geometry (same formula, charge and spin) in order: 99.34, 67.66, 70.67, 139.27, 45.59, 256.53, 119.02, 55.69, 19.61, 64.34, 77.54, 72.15 kcal/mol.
Let's list E in order: -7263.8339, -7265.2077, -7265.0774, -7262.1026, -9314.0388, -9304.8918, -9310.8545, -9313.6010, -9315.1655, -9313.2258, -9312.6532, -9312.8872 eV.